# 1
The following is a DFT calculation (ωB97M-V with the def2-TZVPD basis set) of a 2-piece molecular cluster, C25H21NO2S overall at a distorted geometry.

Properties
M	399.5	g/mol
DFT total energy	-1568.557877	Ha
HOMO-LUMO gap	3.96	eV
LUMO energy	-2.53	eV

Positions of all 50 atoms, in Å:
C  3.93231  0.32122  -3.35446
C  3.07123  1.42042  -3.22816
C  1.81242  1.25926  -2.65028
C  1.37930  -0.01332  -2.19370
C  0.10435  -0.12726  -1.52977
C  -0.76209  0.96905  -1.44719
N  -1.44104  1.93177  -1.38250
S  -0.62244  -1.75422  -1.40448
C  -2.35294  -1.39392  -1.01517
C  -2.71092  -1.09295  0.29862
C  -4.05161  -0.88744  0.63369
C  -5.03715  -1.01016  -0.35400
C  -4.67625  -1.31471  -1.67144
C  -3.33255  -1.51966  -2.00174
O  -0.53773  -2.38888  -2.69409
O  -0.11448  -2.40079  -0.21938
C  2.21657  -1.13244  -2.43669
C  3.48305  -0.95927  -2.98519
H  4.92173  0.45046  -3.78906
H  3.36831  2.40853  -3.58541
H  1.12869  2.11380  -2.57763
H  -1.92777  -1.00354  1.05770
H  -4.32496  -0.64155  1.66228
H  -6.08989  -0.87323  -0.09200
H  -5.44223  -1.40025  -2.44454
H  -3.03309  -1.75413  -3.02572
H  1.85769  -2.13976  -2.21582
H  4.11872  -1.83209  -3.14029
C  1.66084  1.84140  0.82896
C  3.21869  1.72387  0.59795
C  3.55863  0.40536  1.21928
C  2.44284  -0.18071  1.78923
C  1.29758  0.63423  1.62685
C  0.07504  0.44002  2.34577
C  -0.12043  -0.75859  3.09120
C  -1.23912  -0.92467  3.90359
C  -2.21746  0.07358  3.96310
C  -2.04243  1.26207  3.24479
C  -0.93600  1.44067  2.41785
H  1.42828  2.78740  1.33100
H  1.10029  1.82643  -0.11547
H  3.46644  1.74708  -0.47039
H  3.71690  2.57179  1.09250
H  4.57421  0.02002  1.27142
H  2.44781  -1.12150  2.33373
H  0.63692  -1.54628  3.04972
H  -1.34150  -1.84391  4.48096
H  -3.08667  -0.05884  4.60976
H  -2.77758  2.06151  3.32584
H  -0.80049  2.36410  1.84877

Atomic forces in eV per Å
-0.174 -0.090 -0.052
-0.085 -0.351 0.248
0.177 -0.124 -0.050
0.214 0.290 -0.349
-0.600 -0.801 0.159
-0.966 1.250 0.017
1.186 -1.467 0.146
-0.653 2.098 0.413
-0.285 -0.372 -0.214
0.093 0.176 0.178
0.101 -0.119 -0.370
0.205 -0.015 -0.038
0.147 -0.029 0.208
0.077 0.220 -0.008
-0.157 -0.511 0.112
0.388 -0.595 0.074
0.163 0.176 0.127
-0.115 0.506 -0.005
-0.197 -0.042 0.068
-0.003 -0.298 0.100
0.288 -0.347 -0.007
-0.313 -0.108 -0.278
0.086 -0.087 -0.333
0.367 -0.010 -0.121
0.238 0.010 0.252
-0.096 0.023 0.342
0.218 0.379 0.043
-0.139 0.254 0.013
0.932 0.041 -0.185
-1.138 -0.108 0.073
-1.332 0.164 0.467
1.234 -0.141 -0.503
0.224 0.530 -0.024
-0.971 -0.399 0.423
0.045 0.314 0.106
0.191 -0.059 -0.378
0.425 0.175 0.034
0.012 -0.026 -0.254
0.523 -0.247 0.032
-0.161 -0.249 0.012
0.111 0.136 0.128
0.104 -0.018 0.163
0.130 -0.345 -0.134
-0.257 -0.080 -0.073
0.102 0.249 -0.256
-0.450 0.267 0.001
-0.054 0.265 -0.185
0.232 0.072 -0.230
0.127 -0.238 -0.081
-0.192 -0.317 0.188

How positive or negative is each atom? The Löwdin charges in e answer that:
1. C -0.115
2. C -0.111
3. C -0.069
4. C -0.244
5. C -0.300
6. C -0.339
7. N 0.141
8. S 0.696
9. C -0.278
10. C -0.061
11. C -0.070
12. C -0.079
13. C -0.071
14. C -0.049
15. O -0.308
16. O -0.333
17. C -0.042
18. C -0.090
19. H 0.090
20. H 0.101
21. H 0.108
22. H 0.090
23. H 0.097
24. H 0.104
25. H 0.106
26. H 0.117
27. H 0.098
28. H 0.101
29. C -0.091
30. C -0.116
31. C 0.052
32. C 0.005
33. C -0.079
34. C -0.166
35. C -0.006
36. C -0.060
37. C -0.061
38. C -0.061
39. C 0.010
40. H 0.134
41. H 0.095
42. H 0.108
43. H 0.128
44. H 0.124
45. H 0.117
46. H 0.114
47. H 0.114
48. H 0.114
49. H 0.114
50. H 0.119



# 2
The following is a DFT calculation (ωB97M-V with the def2-TZVPD basis set) of a 9-piece molecular cluster, C42H58Cl6N7O2 overall at a distorted geometry.

Properties
M	905.7	g/mol
DFT total energy	-4929.774210	Ha
HOMO-LUMO gap	5.82	eV
LUMO energy	-3.19	eV
charge	+1

Positions of all 115 atoms, in Å:
C  -0.53608  0.86303  8.30663
N  -0.87973  0.98813  6.87376
C  -0.77434  -0.17315  6.06576
C  -0.85465  -0.09018  4.72957
C  -0.95489  1.21732  4.14266
C  -1.28616  2.30166  4.92989
C  -1.23847  2.18697  6.28428
C  -0.63736  1.31255  2.71042
C  -1.41481  2.11554  1.92119
C  -1.36820  1.94872  0.54355
N  -0.51008  1.07567  0.01491
C  0.38293  0.41197  0.80054
C  0.31521  0.49784  2.13536
C  -0.55360  0.75180  -1.40433
H  -1.14862  1.52106  8.91694
H  0.54872  1.04530  8.44990
H  -0.77469  -0.13962  8.64279
H  -0.73883  -1.16473  6.58320
H  -0.92068  -1.01888  4.08256
H  -1.54116  3.27332  4.54813
H  -1.35967  2.99513  7.03971
H  -2.15564  2.75737  2.39476
H  -2.05017  2.53888  -0.10714
H  1.22335  -0.15412  0.28452
H  0.98709  -0.11783  2.70702
H  -1.47791  0.34794  -1.66542
H  0.19723  0.03189  -1.71575
H  -0.49396  1.67277  -2.02057
C  -0.54290  -2.79222  -3.38379
N  0.86644  -3.23435  -3.24151
C  1.61910  -3.11656  -4.38567
C  2.93609  -3.51831  -4.28696
C  3.43809  -3.87925  -3.04130
C  2.68794  -3.98415  -1.90834
C  1.32799  -3.57033  -2.00972
C  4.86196  -4.07952  -2.84825
C  5.74154  -3.38035  -3.55508
C  7.13023  -3.27796  -3.21176
N  7.65376  -4.16095  -2.26517
C  6.74862  -4.98603  -1.57539
C  5.42185  -4.91515  -1.77566
C  9.02733  -4.42623  -2.07606
H  -0.76231  -1.97922  -2.72113
H  -1.27683  -3.52846  -3.10572
H  -0.66525  -2.46019  -4.44421
H  1.04066  -2.89550  -5.29337
H  3.64383  -3.48491  -5.09812
H  3.07416  -4.33422  -0.94774
H  0.64565  -3.59004  -1.14311
H  5.42731  -2.77980  -4.31800
H  7.80411  -3.21316  -4.10593
H  7.19309  -5.65832  -0.82218
H  4.80334  -5.51514  -1.18180
H  9.30269  -5.22129  -2.86764
H  9.20677  -4.77724  -1.08522
H  9.64603  -3.63688  -2.39992
C  0.08309  3.05432  -6.65966
N  0.64711  3.29570  -5.33378
C  0.00031  4.16064  -4.48340
C  0.45707  4.25551  -3.21105
C  1.50294  3.45188  -2.75019
C  2.15103  2.65561  -3.70695
C  1.71658  2.59611  -4.95953
C  1.84291  3.52834  -1.31561
C  1.68711  4.70207  -0.62980
C  2.17407  4.71200  0.62956
N  2.61951  3.60617  1.23141
C  2.70350  2.42440  0.58658
C  2.28633  2.36041  -0.71635
C  2.98887  3.56892  2.64665
H  0.78448  3.38452  -7.43686
H  -0.86424  3.60861  -6.74854
H  -0.11941  2.02643  -6.76852
H  -0.76974  4.83308  -4.81967
H  -0.16550  4.89896  -2.56093
H  2.96440  1.97990  -3.47416
H  2.21921  1.94635  -5.62071
H  1.33835  5.66105  -1.07176
H  2.16235  5.62446  1.27864
H  3.21473  1.53321  1.04237
H  2.34576  1.43915  -1.16412
H  3.38823  2.55006  2.85728
H  2.22007  3.82331  3.30688
H  3.80378  4.23030  2.84355
C  -7.63649  -3.42705  -1.01074
O  -6.50109  -2.81957  -0.38706
C  -7.02546  -2.39111  0.89841
C  -5.87697  -1.94025  1.73037
N  -5.23797  -0.74557  1.01425
H  -4.12488  -1.04102  1.13263
H  -5.47306  -0.84577  0.01728
C  -5.48005  0.60921  1.38613
C  -4.81012  0.86444  2.75049
O  -5.66654  0.30176  3.78291
C  -6.18055  1.37885  4.63652
H  -8.51288  -2.77686  -0.84585
H  -7.72087  -4.43358  -0.60008
H  -7.33961  -3.52795  -2.03494
H  -7.56701  -3.15953  1.43841
H  -7.75531  -1.51439  0.76508
H  -5.13774  -2.79074  1.67440
H  -5.99382  -1.64916  2.78840
H  -6.52021  0.75475  1.59358
H  -5.17954  1.26161  0.57376
H  -4.85747  1.98836  2.86830
H  -3.81621  0.56163  2.90599
H  -5.48134  2.10168  5.00718
H  -6.56624  0.87942  5.51765
H  -6.96091  1.84111  4.06982
Cl  1.47193  -0.27554  -4.65674
Cl  7.22211  -1.54538  -2.48062
Cl  -2.22445  -1.53055  1.47607
Cl  -1.27645  4.95867  0.29486
Cl  2.99132  -0.82366  -1.04621
Cl  1.86888  1.22412  4.65237

Atomic forces in eV per Å
0.269 0.085 -0.164
-0.166 -0.853 -1.790
-0.813 0.493 2.338
-0.728 0.107 -1.574
1.156 -1.439 0.189
-0.453 0.338 0.102
0.915 -1.529 2.661
-0.952 0.109 0.471
-0.598 0.018 -0.310
-0.800 0.689 -0.158
0.344 -0.193 0.247
1.022 -0.507 -1.955
0.271 -0.601 0.631
0.919 1.396 -0.910
0.126 0.322 -0.172
-0.704 0.020 -0.138
0.082 -0.193 -0.155
0.275 1.293 -0.301
0.417 1.360 0.806
0.217 0.183 -0.411
0.011 -0.503 -1.025
0.201 0.081 -0.544
0.779 -0.679 0.399
-1.202 0.346 0.306
0.072 0.156 0.266
-1.783 -0.847 -0.014
0.493 0.201 0.293
0.353 -0.411 0.471
0.154 0.368 -0.993
-1.074 0.701 0.203
0.095 -1.359 0.889
-0.575 0.606 0.076
0.954 -0.405 -0.096
-3.421 0.620 0.771
1.865 -0.968 -0.583
1.493 -0.827 0.875
-0.266 -1.504 0.786
2.465 0.592 -0.518
-2.955 -1.617 0.967
0.579 0.895 -0.097
0.281 0.544 -0.768
0.590 -2.107 -2.919
0.341 0.739 0.199
0.096 -0.872 -0.167
-0.135 -0.232 1.138
0.787 0.050 0.615
-0.343 0.044 -0.356
-0.120 0.459 -0.481
0.261 0.235 -0.821
-0.626 1.638 -1.870
-0.541 0.149 0.767
-0.275 0.497 -0.514
-0.769 -0.825 0.661
-0.008 0.512 1.442
0.389 -0.062 0.552
0.579 1.409 0.333
-0.114 1.561 -0.510
-1.158 0.915 -0.381
1.473 -0.784 -0.441
-1.222 0.593 0.828
-0.062 0.235 -0.757
0.948 0.189 3.580
-1.073 0.444 -1.165
-0.229 -1.234 -1.640
0.268 1.523 -0.694
-0.259 1.463 2.435
0.290 -1.090 0.346
0.550 -0.571 -0.134
0.211 2.308 1.437
2.127 -1.160 -0.347
-0.217 -0.084 0.231
0.490 -0.166 -0.014
-0.127 -1.326 -0.074
-0.267 -0.422 -0.515
0.741 -0.404 0.000
0.042 0.122 0.347
0.006 -0.466 -1.032
0.226 -1.096 0.370
-0.064 -1.004 -0.745
-0.881 1.113 -0.135
0.275 -2.159 -1.462
-0.771 0.844 0.099
-1.517 0.040 0.661
0.605 0.744 -0.154
0.881 0.014 -0.087
-1.360 0.627 1.918
-0.477 1.590 -0.121
1.491 -0.047 -0.033
2.285 -3.243 -1.250
-0.978 0.885 -0.403
0.311 -0.404 0.322
0.666 0.390 2.064
-2.625 2.543 0.276
0.951 1.499 0.323
-0.305 -2.108 -0.268
0.103 -0.611 -0.407
-0.596 0.037 0.096
-0.382 0.045 -0.754
-0.096 -0.482 -0.190
0.724 -1.127 -0.091
-0.339 1.133 0.186
-0.519 -0.275 -0.643
-0.829 0.149 -0.190
0.323 0.137 0.092
0.353 -0.998 -0.111
1.326 -0.797 -0.272
0.905 0.282 -0.299
-0.380 -0.067 0.009
-0.621 0.643 -0.045
-0.382 0.161 -0.171
0.353 0.738 0.039
-0.854 0.166 -0.140
0.111 -0.009 -0.197
-0.225 0.044 0.190
0.356 0.235 0.373

Atomic partial charges in e from the Löwdin method, atoms 1 to 99:
1. C 0.001
2. N -0.082
3. C -0.039
4. C -0.055
5. C -0.218
6. C -0.021
7. C -0.008
8. C -0.224
9. C -0.039
10. C -0.110
11. N -0.068
12. C -0.105
13. C -0.109
14. C -0.005
15. H 0.093
16. H 0.119
17. H 0.089
18. H 0.156
19. H 0.126
20. H 0.131
21. H 0.156
22. H 0.110
23. H 0.084
24. H 0.025
25. H 0.077
26. H 0.072
27. H 0.052
28. H 0.104
29. C -0.021
30. N -0.091
31. C -0.129
32. C 0.023
33. C -0.177
34. C -0.022
35. C -0.009
36. C -0.168
37. C -0.093
38. C -0.584
39. N -0.206
40. C -0.044
41. C -0.024
42. C -0.062
43. H 0.064
44. H 0.091
45. H 0.089
46. H 0.101
47. H 0.125
48. H 0.125
49. H 0.152
50. H 0.088
51. H 0.132
52. H 0.135
53. H 0.082
54. H 0.125
55. H 0.084
56. H 0.071
57. C 0.020
58. N -0.067
59. C 0.010
60. C 0.003
61. C -0.105
62. C -0.016
63. C -0.148
64. C -0.142
65. C -0.067
66. C -0.038
67. N -0.056
68. C 0.002
69. C -0.016
70. C -0.033
71. H 0.115
72. H 0.105
73. H 0.080
74. H 0.141
75. H 0.107
76. H 0.126
77. H 0.076
78. H 0.133
79. H 0.170
80. H 0.160
81. H -0.030
82. H 0.055
83. H 0.056
84. H 0.095
85. C -0.087
86. O -0.188
87. C -0.237
88. C -0.102
89. N -0.028
90. H -0.018
91. H 0.157
92. C -0.130
93. C -0.182
94. O -0.217
95. C -0.061
96. H 0.098
97. H 0.097
98. H 0.085
99. H 0.129



Which of these has the highest LUMO energy?
C25H21NO2S